The following is a quantum chemistry calculation of a molecular structure, C22H38AuN8O3P at a distorted geometry, from the OMol25 dataset.

Atoms and positions in Å:
Au1 -0.29878 1.82636 -0.75176
P1 0.33791 -0.14948 0.33055
O1 -3.01696 1.21264 -3.82356
O2 -2.06100 3.07894 0.40481
O3 -2.51602 0.69582 -1.79507
N1 -2.40689 1.38942 -2.79718
N2 -3.52626 -0.33078 1.06711
N3 -1.80405 3.33955 -4.78706
N4 -6.47618 2.31870 -0.75906
N5 -3.25293 2.93310 0.16801
N6 0.20155 4.14586 -1.90713
N7 -0.34297 4.19805 -3.20014
N8 -1.53337 2.37447 -2.65882
C1 -0.55578 -3.88760 -1.40932
C2 4.36444 -0.78344 -0.55731
C3 2.83559 -0.92614 -0.70246
C4 -0.13320 -1.33201 -2.20338
C5 -0.57204 0.99527 2.73877
C6 -1.21828 -2.04514 -3.00622
C7 -0.15225 -1.49139 2.85015
C8 -1.25991 3.29528 -3.58332
C9 4.22751 -0.04576 1.83835
C10 -3.83472 0.69644 0.66899
C11 4.81704 -1.06792 0.86615
C12 0.72463 -1.05227 4.01216
C13 -0.44321 -1.47343 -0.71083
C14 -1.04978 0.74255 4.16651
C15 -1.63749 -3.34724 -2.32844
C16 -0.03487 -0.10221 4.93331
C17 2.12714 -0.57189 0.61141
C18 -0.57046 -0.31914 1.94916
C19 2.90923 0.53958 1.31678
C20 -0.25424 -2.92267 -0.25307
C21 -4.12534 2.00773 0.20585
C22 -5.44044 2.21802 -0.29018
H1 1.62144 -0.56324 3.62053
H2 0.76166 -3.10429 0.10161
H3 2.49269 -0.26669 -1.50572
H4 4.93134 0.77322 1.99762
H5 -1.60448 4.07805 -5.44404
H6 -2.01667 0.22782 4.12145
H7 -0.12973 4.98429 -3.80778
H8 4.85830 -1.45819 -1.25647
H9 4.66270 0.23359 -0.81853
H10 -1.21106 1.72531 2.23921
H11 -2.48672 2.62403 -5.03728
H12 0.67457 0.54037 5.45955
H13 -0.94081 -3.13779 0.56856
H14 -0.84359 -4.85858 -1.00656
H15 -1.50826 -1.21998 -0.60907
H16 0.35332 -4.04146 -1.99682
H17 0.43286 1.42369 2.78376
H18 -0.55249 -0.66956 5.71032
H19 1.19383 4.36801 -1.94715
H20 -1.59829 -0.50114 1.60338
H21 -0.27170 4.80383 -1.28628
H22 2.11980 -1.44896 1.27312
H23 0.83479 -1.78357 -2.42646
H24 0.33250 -2.28711 2.28631
H25 2.60026 -1.95431 -0.98303
H26 5.90747 -1.04438 0.91771
H27 2.34912 0.97032 2.14712
H28 -0.08020 -0.27233 -2.47333
H29 -1.06578 -1.91755 3.27278
H30 -1.21400 1.69066 4.68017
H31 3.10242 1.34662 0.60699
H32 -2.53074 -3.17158 -1.72013
H33 -2.09251 -1.39950 -3.11647
H34 1.06915 -1.92217 4.57308
H35 4.07691 -0.51518 2.81251
H36 -1.92415 -4.09318 -3.06987
H37 -0.85556 -2.23395 -4.01981
H38 4.52400 -2.08438 1.14525

Calculated values
2S+1 = 3
orbital gap (alpha / beta) = 8.68 / 5.11 eV
relative energy (zero: lowest compared OMol25 entry of this formula, charge and spin) = 115.0 kJ/mol
net charge = +2
HOMO energy (alpha / beta) = -15.56 / -15.54 eV